Record 1
The following is a DFT calculation (wB97M-V/def2-TZVPD) of one molecule with the formula C13H18ClNO3S.

Positions of all 37 atoms, in Å:
C -2.88 -4.34 -0.33
C -2.01 -3.14 -0.01
O -2.78 -1.98 -0.26
C -2.24 -0.77 -0.04
C -0.94 -0.54 0.41
C -0.50 0.76 0.61
S 1.19 0.97 1.14
O 1.38 2.30 1.65
O 1.57 -0.13 1.97
N 1.97 0.82 -0.36
C 3.42 0.98 -0.28
C 4.08 -0.31 0.24
C 4.74 -0.94 -0.98
C 5.20 0.27 -1.78
C 4.01 1.22 -1.68
C -1.31 1.85 0.37
C -2.60 1.64 -0.07
C -3.06 0.35 -0.28
Cl -4.66 0.08 -0.84
H -3.77 -4.34 0.30
H -3.20 -4.31 -1.37
H -2.33 -5.26 -0.15
H -1.69 -3.16 1.04
H -1.12 -3.14 -0.65
H -0.25 -1.34 0.63
H 1.56 1.53 -0.96
H 3.64 1.83 0.39
H 3.34 -0.95 0.71
H 4.83 -0.05 0.99
H 5.56 -1.60 -0.71
H 4.01 -1.51 -1.56
H 6.08 0.72 -1.31
H 5.45 0.03 -2.82
H 3.26 0.94 -2.43
H 4.28 2.26 -1.84
H -0.92 2.84 0.56
H -3.26 2.47 -0.26

Results
Total charge = 0
Gap between HOMO and LUMO = 9.5623 eV
Multiplicity = 1
ΔE to the lowest compared entry with this formula, charge and spin = 10.9 kJ/mol
Structure (SMILES) = CCOc1cc(S(=O)(=O)NC2CCCC2)ccc1Cl



Record 2
The following is a DFT calculation (wB97M-V/def2-TZVPD) of a 2-piece molecular cluster, C13H18F3N2 overall at a distorted geometry.

Positions of all 36 atoms, in Å:
C -1.97 0.47 -1.80
N -1.27 0.61 -0.53
C -1.80 1.58 0.40
C -2.30 2.80 -0.08
C -2.91 3.71 0.78
C -3.12 3.37 2.12
C -2.61 2.16 2.61
C -1.90 1.30 1.77
C 0.03 0.20 -0.50
H -2.98 0.88 -1.66
H -1.46 1.03 -2.60
H -2.04 -0.60 -2.08
H -2.18 3.05 -1.14
H -3.27 4.67 0.40
H -3.69 4.03 2.77
H -2.78 1.88 3.65
H -1.45 0.37 2.15
H 0.52 0.18 0.46
H 0.59 0.37 -1.43
C 1.92 -2.47 1.29
C 0.66 -2.43 0.41
N 1.07 -1.67 -0.78
C 2.50 -1.91 -0.99
C 3.05 -0.82 -1.88
F 4.35 -1.03 -2.23
F 2.29 -0.75 -3.03
F 2.95 0.41 -1.28
C 3.10 -2.01 0.41
H 1.85 -1.85 2.20
H 2.08 -3.51 1.58
H 0.43 -3.44 0.08
H -0.21 -2.01 0.93
H 0.56 -1.94 -1.61
H 2.58 -2.88 -1.51
H 3.48 -1.02 0.73
H 3.93 -2.73 0.40

Results
Total charge = +1
Gap between HOMO and LUMO = 8.2266 eV
Multiplicity = 1



Record 3
The following is a DFT calculation (wB97M-V/def2-TZVPD) of one molecule with the formula C13H18FNO2S at a distorted geometry.

Positions of all 36 atoms, in Å:
O -3.35 0.17 2.70
S -3.77 1.24 1.83
O -4.95 1.08 1.04
F -4.11 2.51 2.80
C -2.39 1.85 1.00
C -1.66 0.82 0.30
N -0.08 0.15 0.81
C 0.24 0.28 2.24
C 0.10 -1.11 2.83
C 0.17 -2.08 1.66
C 0.13 -1.29 0.35
C 1.41 -1.48 -0.43
C 1.59 -0.55 -1.63
C 0.59 -0.51 -2.60
C 0.70 0.38 -3.67
C 1.82 1.22 -3.79
C 2.86 1.10 -2.85
C 2.76 0.21 -1.79
H -2.40 2.86 0.53
H -1.39 1.25 -0.70
H -2.13 -0.22 0.18
H 0.58 0.70 0.28
H -0.34 1.08 2.68
H 1.27 0.63 2.22
H -0.86 -1.17 3.34
H 0.90 -1.24 3.58
H -0.63 -2.82 1.71
H 1.10 -2.63 1.76
H -0.72 -1.58 -0.26
H 1.47 -2.52 -0.80
H 2.25 -1.36 0.27
H -0.27 -1.18 -2.53
H -0.12 0.46 -4.40
H 1.91 1.91 -4.63
H 3.74 1.75 -2.94
H 3.57 0.11 -1.06

Results
Total charge = 0
Gap between HOMO and LUMO = 8.0512 eV
Multiplicity = 1
ΔE to the lowest compared entry with this formula, charge and spin = 232.0 kJ/mol
Structure (SMILES) = O=[S@@]([O-])(F)=CC[N@H+]1CCC[C@@H]1Cc1ccccc1



Record 4
The following is a DFT calculation (wB97M-V/def2-TZVPD) of a 2-piece molecular cluster, C13H18N overall at a distorted geometry.

Positions of all 32 atoms, in Å:
C -0.41 -3.37 2.55
C 0.32 -3.57 1.35
C -0.28 -2.05 3.08
C 0.87 -2.56 0.63
C 0.37 -1.06 2.47
C 0.90 -1.28 1.21
C 0.10 0.46 -2.86
C -0.89 0.12 -2.14
C 1.60 1.13 0.35
C 1.35 -0.15 0.50
C 1.66 2.57 0.62
C -2.16 0.23 -0.02
C -1.61 1.00 -1.19
N 2.10 0.23 -0.74
H -0.87 -4.10 3.13
H 0.46 -4.59 0.91
H -0.70 -2.00 4.10
H 1.43 -2.85 -0.34
H 0.56 -0.18 2.98
H 1.60 0.10 -1.61
H 0.36 -0.30 -3.65
H -1.28 -0.86 -2.24
H -0.85 1.78 -0.90
H 2.65 2.86 0.93
H 0.78 2.81 1.27
H 1.43 3.22 -0.23
H -1.18 -0.23 0.62
H -2.64 0.97 0.59
H -2.81 -0.54 -0.25
H -2.53 1.37 -1.56
H 0.56 1.52 -2.98
H 2.97 -0.40 -0.73

Results
Total charge = +1
Gap between HOMO and LUMO = 8.6591 eV
Multiplicity = 1
ΔE to the lowest compared entry with this formula, charge and spin = 523.2 kJ/mol



Record 5
The following is a DFT calculation (wB97M-V/def2-TZVPD) of an isolated ion of composition C13H18N and charge +1 at a distorted geometry.

Positions of all 32 atoms, in Å:
C -0.04 -0.86 -2.42
C -1.53 -0.64 0.66
C 0.25 0.03 -1.49
C -2.22 -1.18 -0.52
C -1.38 -0.84 -2.83
C -0.20 -1.31 1.21
C -2.03 -0.18 -1.52
C 1.36 0.08 -0.42
C -0.95 0.85 -1.03
C 0.56 0.08 0.90
C 2.46 -1.10 -0.49
C 1.15 0.57 2.21
C -1.44 1.92 1.03
N -0.93 0.76 0.44
H 0.76 -1.49 -2.81
H -2.35 -0.57 1.36
H -1.56 -0.15 -3.60
H -1.84 -1.80 -2.99
H -0.33 -1.44 2.31
H 0.02 -2.19 0.72
H -2.98 0.16 -1.59
H 1.99 1.02 -0.52
H -0.99 1.87 -1.32
H 1.92 -1.97 -0.44
H 3.21 -0.98 0.34
H 2.94 -0.88 -1.45
H 1.45 1.66 2.20
H 2.10 0.12 2.48
H 0.50 0.51 3.00
H -0.72 2.65 0.80
H -2.37 2.02 0.54
H -1.73 1.97 2.10

Results
Total charge = +1
Gap between HOMO and LUMO = 8.8902 eV
Multiplicity = 1
ΔE to the lowest compared entry with this formula, charge and spin = 612.5 kJ/mol



Record 6
The following is a DFT calculation (wB97M-V/def2-TZVPD) of one molecule with the formula C13H18N4O at a distorted geometry.

Positions of all 36 atoms, in Å:
C -2.59 3.82 -2.78
C -1.62 2.76 -2.46
C -0.66 2.45 -3.37
C 0.25 1.45 -3.09
C 1.25 1.02 -4.10
N 0.22 0.84 -1.90
C -0.75 1.17 -1.01
N -0.73 0.45 0.14
N 0.14 -0.70 0.41
C 0.02 -1.08 1.75
C 0.84 -2.17 2.44
C 2.12 -1.60 3.02
C 1.16 -3.29 1.42
C -0.01 -2.81 3.59
C -0.85 -0.20 2.31
C -1.24 0.84 1.35
O -1.76 1.90 1.74
N -1.66 2.10 -1.28
H -2.15 4.59 -3.42
H -3.46 3.39 -3.30
H -2.88 4.28 -1.88
H -0.61 2.99 -4.31
H 1.64 1.90 -4.60
H 2.09 0.48 -3.66
H 0.78 0.39 -4.83
H 0.99 -0.80 -0.16
H 2.80 -2.38 3.34
H 2.66 -1.04 2.29
H 1.94 -0.94 3.89
H 1.82 -4.03 1.85
H 1.74 -2.90 0.55
H 0.24 -3.76 1.06
H -0.15 -2.15 4.44
H -0.95 -3.11 3.20
H 0.50 -3.70 3.97
H -1.12 -0.20 3.36

Results
Total charge = 0
Gap between HOMO and LUMO = 8.8248 eV
Multiplicity = 1
ΔE to the lowest compared entry with this formula, charge and spin = 117.2 kJ/mol
Structure (SMILES) = Cc1cc(C)nc(-n2[nH]c(C(C)(C)C)cc2=O)n1



Record 7
The following is a DFT calculation (wB97M-V/def2-TZVPD) of C13H19AuI2N as an isolated structure.

Positions of all 36 atoms, in Å:
Au -1.71 0.64 -1.65
I -4.56 -1.41 -0.86
C -3.73 0.27 -1.95
I -2.21 2.84 -3.13
H -4.33 1.11 -1.63
H -3.96 0.04 -2.99
C 1.28 -2.84 -1.17
C 0.48 -2.71 0.13
C -1.01 -2.94 -0.12
C 0.79 -1.41 0.87
C 1.36 -1.52 2.12
C 1.77 -0.41 2.84
C 1.62 0.84 2.26
C 1.00 1.02 1.03
C 0.92 2.46 0.52
C 1.51 2.67 -0.88
C -0.48 3.07 0.67
C 0.52 -0.12 0.31
N -0.10 -0.05 -0.89
H 1.09 -3.81 -1.63
H 2.35 -2.76 -0.97
H 1.00 -2.06 -1.87
H 0.82 -3.50 0.80
H -1.39 -2.25 -0.87
H -1.60 -2.80 0.79
H -1.18 -3.96 -0.48
H 1.51 -2.51 2.54
H 2.24 -0.51 3.81
H 1.98 1.72 2.78
H 1.56 3.02 1.20
H 0.92 2.17 -1.65
H 2.53 2.29 -0.92
H 1.53 3.73 -1.11
H -1.19 2.62 -0.03
H -0.44 4.14 0.45
H -0.86 2.93 1.68

Results
Total charge = -1
Gap between HOMO and LUMO (alpha / beta) = 5.9131 / 5.8480 eV
Multiplicity = 1
ΔE to the lowest compared entry with this formula, charge and spin = 0.0 kJ/mol



Record 8
The following is a DFT calculation (wB97M-V/def2-TZVPD) of C13H19AuN4OSe as an isolated structure at a distorted geometry.

Positions of all 39 atoms, in Å:
Au 0.40 0.70 0.61
C 0.79 -2.33 -0.38
N -0.19 -1.69 0.49
C -1.55 -1.98 0.05
C 0.01 -2.05 1.90
C 1.21 -1.35 2.50
C 1.97 -1.97 3.47
C 2.99 -1.29 4.12
C 3.25 0.03 3.79
C 2.51 0.65 2.79
C 1.49 -0.02 2.13
H 0.63 -3.41 -0.44
H 1.80 -2.15 0.01
H 0.73 -1.90 -1.38
H -1.78 -3.05 0.11
H -1.67 -1.66 -0.98
H -2.26 -1.43 0.66
H 0.09 -3.14 2.02
H -0.88 -1.72 2.44
H 1.76 -3.00 3.74
H 3.58 -1.79 4.88
H 4.04 0.57 4.29
H 2.74 1.67 2.52
Se 2.34 2.15 -0.22
C -1.92 2.53 -4.25
N -1.83 2.08 -2.88
C -2.94 2.05 -1.95
C -2.28 1.49 -0.69
O -2.83 1.20 0.34
N -0.93 1.35 -0.96
C -0.71 1.70 -2.24
N 0.47 1.63 -2.82
H -2.94 2.41 -4.59
H -1.27 1.93 -4.89
H -1.64 3.58 -4.35
H -3.76 1.41 -2.28
H -3.34 3.05 -1.75
H 1.29 1.63 -2.16
H 0.61 2.15 -3.68

Results
Total charge = 0
Gap between HOMO and LUMO = 6.3135 eV
Multiplicity = 1
ΔE to the lowest compared entry with this formula, charge and spin = 0.0 kJ/mol



Record 9
The following is a DFT calculation (wB97M-V/def2-TZVPD) of C13H19CeCl2N as an isolated structure at a distorted geometry.

Positions of all 36 atoms, in Å:
Ce 0.12 -0.02 -0.15
Cl 0.49 -2.16 -0.91
Cl 1.30 1.93 0.13
C 2.82 -0.43 -2.07
H 3.26 0.13 -1.25
H 3.34 -1.34 -2.39
C -1.49 0.47 -0.84
C 1.69 -0.04 -2.66
H -2.43 0.51 -0.27
C 1.01 -0.75 -3.79
H 1.19 0.87 -2.31
C -0.26 -0.04 -4.27
H 1.71 -0.87 -4.63
H 0.73 -1.76 -3.44
C -1.45 -0.19 -3.32
H -0.05 1.03 -4.42
H -0.54 -0.44 -5.25
C -1.59 0.93 -2.26
H -2.38 -0.21 -3.90
H -1.39 -1.16 -2.80
H -0.86 1.72 -2.47
H -2.59 1.39 -2.38
N -0.92 -0.77 1.90
C -0.45 -0.23 3.12
C 0.92 -0.19 3.41
C 1.37 0.30 4.64
C 0.45 0.75 5.59
C -0.92 0.71 5.31
C -1.37 0.22 4.09
H -0.58 -1.74 1.80
H -1.94 -0.75 1.77
H 1.64 -0.55 2.68
H 2.43 0.33 4.86
H 0.80 1.12 6.55
H -1.63 1.05 6.05
H -2.43 0.18 3.89

Results
Total charge = -1
Gap between HOMO and LUMO (alpha / beta) = 2.5600 / 6.6720 eV
Multiplicity = 2
Expectation value of S² = 0.77



Record 10
The following is a DFT calculation (wB97M-V/def2-TZVPD) of C13H19Cl2NPb as an isolated structure at a distorted geometry.

Positions of all 36 atoms, in Å:
Pb 2.68 0.13 -0.85
Cl 0.84 -2.27 -1.83
Cl 2.00 1.80 0.97
C 4.84 0.09 -0.99
H 5.20 1.13 -1.19
H 4.93 -0.25 -2.05
C -0.81 1.71 -2.44
C 0.25 0.95 -2.58
H -0.65 2.69 -2.01
C 0.26 -0.25 -3.41
H 1.22 1.39 -2.36
C -0.84 -0.35 -4.47
H 1.19 -0.49 -3.92
H 0.11 -1.20 -2.64
C -2.19 0.07 -3.83
H -0.68 0.28 -5.37
H -0.93 -1.38 -4.89
C -2.16 1.34 -2.95
H -2.95 0.21 -4.60
H -2.51 -0.75 -3.18
H -2.78 2.14 -3.37
H -2.68 1.16 -2.00
C -0.60 -0.63 6.28
C -0.40 -0.61 4.78
C 0.84 -0.93 4.24
C 1.03 -0.83 2.85
N 0.02 -0.54 2.02
C -1.18 -0.25 2.52
C -1.43 -0.25 3.91
H -0.30 -1.60 6.70
H 0.01 0.14 6.77
H -1.65 -0.45 6.54
H 1.68 -1.24 4.86
H 2.01 -0.97 2.39
H -1.97 0.01 1.81
H -2.42 0.02 4.27

Results
Total charge = 0
Gap between HOMO and LUMO (alpha / beta) = 4.1788 / 3.6501 eV
Multiplicity = 1
ΔE to the lowest compared entry with this formula, charge and spin = 498.3 kJ/mol



Record 11
The following is a DFT calculation (wB97M-V/def2-TZVPD) of C13H19ClMnOSi as an isolated structure at a distorted geometry.

Positions of all 36 atoms, in Å:
C -2.15 -0.94 -1.25
C -1.53 -1.13 -2.54
C -1.29 0.17 -3.10
H -1.39 -2.10 -3.05
C -1.75 1.15 -2.17
C -2.27 0.46 -1.02
H -2.82 0.92 -0.19
H -2.57 -1.74 -0.63
H -0.98 0.36 -4.14
H -1.81 2.24 -2.36
Mn -0.08 -0.15 -1.19
Cl 0.18 -2.35 0.08
C 2.24 0.10 -0.91
C 1.86 1.35 -1.52
C 1.40 1.07 -2.83
H 2.04 2.35 -1.09
C 1.48 -0.36 -3.05
C 2.02 -0.95 -1.87
H 2.32 -2.00 -1.75
H 2.76 -0.02 0.06
H 1.12 1.82 -3.60
H 1.30 -0.89 -4.00
C 1.52 -0.85 3.15
Si 0.00 -0.01 2.40
C -1.52 -0.87 3.13
C -0.01 1.75 3.12
O -0.04 0.49 0.82
H 1.54 -0.82 4.26
H 2.45 -0.36 2.82
H 1.59 -1.91 2.86
H -1.55 -0.85 4.24
H -2.45 -0.39 2.78
H -1.56 -1.93 2.82
H 0.87 2.31 2.76
H -0.90 2.30 2.75
H -0.02 1.80 4.21

Results
Total charge = -1
Gap between HOMO and LUMO (alpha / beta) = 5.6800 / 7.1885 eV
Multiplicity = 5
Expectation value of S² = 6.24



Record 12
The following is a DFT calculation (wB97M-V/def2-TZVPD) of C13H19IIrN3O3 as an isolated structure at a distorted geometry.

Positions of all 40 atoms, in Å:
Ir -0.01 0.02 -0.01
C 1.73 -1.27 -1.54
C 2.20 -1.51 -0.07
N 2.18 0.09 0.29
C 1.06 -1.10 2.16
C -0.43 -2.01 1.86
N -2.05 -0.77 0.32
C -1.78 -1.98 -0.32
C -0.61 -2.29 -1.33
N 0.26 -1.15 -1.60
H 2.07 -2.06 -2.23
H 2.20 -0.34 -1.85
H 3.30 -1.55 0.00
H 1.89 -2.53 0.22
H 2.29 0.30 1.22
H 0.71 -0.31 2.83
H 1.73 -1.74 2.76
H -0.89 -2.34 2.81
H -0.09 -3.01 1.44
H -2.00 -0.60 1.37
H -2.50 -1.31 -0.87
H -2.31 -2.88 -0.01
H -1.02 -2.72 -2.24
H 0.02 -3.09 -0.89
H -0.05 -0.61 -2.44
I 0.26 5.44 7.20
C -0.23 4.21 5.59
C 0.78 3.67 4.81
C 0.44 2.85 3.73
C -0.89 2.57 3.43
C -1.89 3.13 4.23
C -1.56 3.94 5.30
C -1.25 1.68 2.26
O -2.44 1.47 2.05
O -0.26 1.21 1.58
H 1.82 3.86 5.01
H 1.22 2.42 3.11
H -2.92 2.91 4.00
H -2.36 4.36 5.90
O 0.31 -1.42 1.10

Results
Total charge = 0
Gap between HOMO and LUMO (alpha / beta) = 5.9652 / 5.9648 eV
Multiplicity = 1
ΔE to the lowest compared entry with this formula, charge and spin = 1368.1 kJ/mol